#P
25
Properties=species:S:1:pos:R:3:lowdin_charge:R:1 method="wB97M-V/def2-TZVPD" homo_energy_ha=-0.2915 smiles="OSc1ccccc1.OC=C1CC1" homo_lumo_gap_ev=8.58
O -2.608 0.824 1.637 -0.493
S -1.262 0.409 2.471 0.917
C -0.658 -0.815 1.348 -0.486
C -1.515 -1.343 0.310 -0.096
C -0.958 -2.250 -0.521 -0.132
C 0.340 -2.744 -0.397 -0.114
C 1.135 -2.255 0.611 -0.120
C 0.687 -1.233 1.418 -0.143
H -2.364 1.788 1.385 0.046
H -2.654 -1.162 0.392 0.139
H -1.696 -2.701 -1.227 0.117
H 0.697 -3.740 -0.887 0.137
H 2.155 -2.537 0.740 0.099
H 1.306 -0.888 2.186 0.085
O -1.221 2.864 0.235 -0.069
C -0.733 2.185 -0.884 -0.134
C 0.474 1.721 -0.959 -0.273
C 1.802 1.506 -0.521 -0.146
C 1.351 0.868 -1.796 -0.078
H -0.402 3.297 0.613 0.138
H -1.459 2.088 -1.713 0.140
H 2.000 0.792 0.386 0.121
H 2.685 2.194 -0.446 0.118
H 1.705 1.377 -2.714 0.114
H 1.194 -0.245 -1.666 0.113

=====

#Q
25
Properties=species:S:1:pos:R:3:lowdin_charge:R:1 method="wB97M-V/def2-TZVPD" homo_energy_ha="-0.3029 / -0.3030" homo_lumo_gap_ev="7.29 / 7.30"
C -0.262 -2.325 -2.663 -0.103
C 0.944 -2.247 -1.972 -0.090
C -1.216 -1.370 -2.432 -0.059
C 1.151 -1.280 -1.047 -0.048
C -0.859 -0.149 -1.736 0.012
C 0.264 -0.222 -0.920 -0.207
C -1.408 1.603 3.114 -0.223
C -0.461 1.654 0.612 -0.113
C 0.531 0.908 0.024 -0.220
C 1.984 1.061 0.524 -0.013
O 0.459 -0.318 2.625 -0.327
O -1.764 -0.659 1.739 -0.328
S -0.794 0.320 2.273 0.663
H -0.511 -3.225 -3.319 0.132
H 1.498 -3.197 -2.074 0.118
H -2.253 -1.408 -2.858 0.117
H 1.984 -1.363 -0.313 0.133
H -1.435 0.732 -1.461 0.102
H -0.751 2.155 3.731 0.015
H -2.240 2.126 2.568 0.063
H -0.236 2.449 1.276 0.070
H -1.493 1.595 0.284 0.089
H 2.254 2.044 0.709 0.061
H 2.636 0.620 -0.184 0.062
H 1.977 0.495 1.496 0.095

=====

Top of the stability list: #P, leading by 0.0325 hartree.

=====

#P
7
Properties=species:S:1:pos:R:3:lowdin_charge:R:1 method="wB97M-V/def2-TZVPD" homo_energy_ha=-0.3609 homo_lumo_gap_ev=9.82
C -1.071 -0.149 -0.386 -0.118
N -0.437 0.905 -0.052 -0.322
O 1.230 -1.213 0.013 -0.641
S 1.291 0.638 -0.016 0.926
H -2.100 -0.126 -0.325 0.048
H -0.456 -1.099 -0.650 0.076
H 1.542 1.043 1.416 0.031

=====

#Q
7
Properties=species:S:1:pos:R:3:lowdin_charge:R:1 method="wB97M-V/def2-TZVPD" homo_energy_ha=-0.3781 smiles="O=CNS" homo_lumo_gap_ev=10.49
O 2.177 -0.081 -0.509 -0.034
C 1.006 -0.275 -0.045 -0.445
N 0.018 0.667 -0.003 -0.319
S -1.570 -0.095 -0.463 0.681
H 0.468 -1.360 0.414 0.158
H 0.115 1.596 -0.210 0.042
H -2.214 -0.451 0.816 -0.082

=====

Top of the stability list: #Q, leading by 0.0949 hartree.

=====

#P
7
Properties=species:S:1:pos:R:3:lowdin_charge:R:1 method="wB97M-V/def2-TZVPD" homo_energy_ha=-0.3130 smiles="ONC=S" homo_lumo_gap_ev=8.81
O 0.267 0.716 0.741 -0.021
N 0.210 -0.021 -0.402 -0.144
C -0.004 -1.277 -0.532 -0.704
S 0.252 -2.010 -2.013 0.539
H -0.194 0.153 1.503 0.182
H 0.696 0.387 -1.181 0.129
H -0.465 -1.782 0.184 0.018

=====

#Q
7
Properties=species:S:1:pos:R:3:lowdin_charge:R:1 method="wB97M-V/def2-TZVPD" homo_energy_ha=-0.3560 homo_lumo_gap_ev=9.79
C -0.311 0.263 0.646 -0.371
N 0.603 0.567 -0.481 -0.305
O 0.971 -1.923 -0.325 -0.527
S -0.079 -0.982 -0.663 0.829
H 0.191 -0.015 1.584 0.089
H -1.304 0.675 0.573 0.056
H -0.072 1.415 -1.334 0.228

=====

Top of the stability list: #P, leading by 0.0239 hartree.